5 unconnected molecules or ions with the total composition C39H68F13N4O14P2S at a distorted geometry, computed with ωB97M-V with the def2-TZVPD basis set.

Calculated values
2S+1: 1
Energy, eV: -140907.1150
HOMO-LUMO gap, eV: 8.273
HOMO, eV: -11.51
Total charge: +1

Geometry (Å):
1 C -0.58 -0.78 4.01
2 C -2.09 -0.91 3.88
3 C -2.72 0.24 3.12
4 C -2.32 0.29 1.66
5 C -2.90 1.52 0.97
6 C -2.37 1.70 -0.45
7 C -1.04 2.44 -0.43
8 C -0.64 3.12 -1.75
9 C 0.77 2.94 -2.32
10 P 1.09 4.40 -3.53
11 C -0.44 4.56 -4.51
12 C 1.05 5.94 -2.53
13 C 0.89 1.68 -3.23
14 C 0.08 0.45 -2.82
15 S 0.64 -0.52 -1.45
16 O -0.48 -0.92 -0.65
17 O 1.50 -1.54 -1.99
18 C 2.36 1.27 -3.56
19 C 2.67 1.68 -4.99
20 O 2.22 0.61 -5.81
21 C 2.41 0.85 -7.16
22 C 3.24 -0.16 -7.86
23 O 1.86 1.87 -7.68
24 N 3.40 1.78 -2.64
25 P 4.07 0.55 -1.57
26 O 4.74 1.74 -0.70
27 O 5.33 0.11 -2.47
28 C 3.08 2.92 -1.95
29 N 3.92 3.91 -1.93
30 C 5.22 3.94 -2.60
31 C 6.07 5.13 -2.12
32 N 7.39 4.79 -1.61
33 N 1.87 2.94 -1.30
34 C 1.75 3.86 -0.15
35 C 1.75 3.13 1.20
36 C 0.85 3.73 2.24
37 F 3.06 3.21 1.69
38 H -0.31 0.21 4.33
39 H -0.22 -1.47 4.77
40 H -0.07 -1.04 3.09
41 H -2.36 -1.87 3.47
42 H -2.49 -0.88 4.89
43 H -3.80 0.13 3.18
44 H -2.44 1.16 3.62
45 H -1.24 0.31 1.60
46 H -2.69 -0.60 1.17
47 H -2.64 2.38 1.57
48 H -3.97 1.40 0.94
49 H -2.26 0.72 -0.88
50 H -3.10 2.27 -1.03
51 H -0.28 1.77 -0.05
52 H -1.17 3.22 0.30
53 H -0.81 4.18 -1.64
54 H -1.33 2.81 -2.52
55 H -0.79 3.61 -4.86
56 H -1.22 4.98 -3.89
57 H -0.23 5.20 -5.35
58 H 0.61 6.70 -3.17
59 H 0.45 5.90 -1.63
60 H 2.05 6.27 -2.33
61 H 0.45 1.98 -4.17
62 H -0.98 0.65 -2.71
63 H 0.16 -0.26 -3.64
64 H 1.39 0.33 -0.71
65 H 2.42 0.18 -3.57
66 H 3.74 1.82 -5.11
67 H 2.19 2.62 -5.23
68 H 2.92 -0.23 -8.89
69 H 3.17 -1.14 -7.41
70 H 4.27 0.16 -7.86
71 H 5.35 1.37 -0.05
72 H 5.27 0.37 -3.39
73 H 3.66 4.75 -1.43
74 H 5.74 3.03 -2.33
75 H 5.06 3.94 -3.67
76 H 6.23 5.79 -2.97
77 H 5.56 5.65 -1.33
78 H 7.83 4.08 -2.17
79 H 7.32 4.39 -0.68
80 H 0.88 4.49 -0.21
81 H 2.61 4.51 -0.05
82 H 1.57 2.07 1.05
83 H -0.12 4.00 1.87
84 H 0.74 3.03 3.06
85 H 1.34 4.61 2.65
86 C -1.35 0.87 -7.11
87 C -2.70 1.41 -6.71
88 O -3.47 0.41 -6.01
89 C -3.18 0.21 -4.74
90 O -2.34 0.75 -4.09
91 C -4.14 -0.85 -4.15
92 F -4.26 -1.88 -4.97
93 F -5.33 -0.30 -3.96
94 F -3.67 -1.27 -2.99
95 H -1.46 -0.04 -7.70
96 H -0.80 1.60 -7.71
97 H -0.75 0.63 -6.23
98 H -3.30 1.67 -7.58
99 H -2.61 2.30 -6.09
100 C 2.66 -3.68 1.54
101 C 3.58 -3.46 2.72
102 O 2.98 -3.93 3.94
103 C 3.05 -5.23 4.16
104 O 3.56 -6.05 3.46
105 C 2.41 -5.56 5.52
106 F 1.25 -4.93 5.66
107 F 3.22 -5.18 6.50
108 F 2.20 -6.86 5.62
109 H 1.69 -3.22 1.71
110 H 3.10 -3.24 0.63
111 H 2.50 -4.74 1.36
112 H 3.75 -2.40 2.89
113 H 4.54 -3.94 2.57
114 C -3.76 -4.53 9.31
115 C -4.82 -4.35 8.24
116 O -5.11 -2.96 8.01
117 C -4.28 -2.32 7.21
118 O -3.31 -2.76 6.66
119 C -4.76 -0.87 7.02
120 F -5.10 -0.32 8.18
121 F -5.82 -0.85 6.22
122 F -3.80 -0.14 6.47
123 H -4.06 -4.03 10.23
124 H -3.62 -5.59 9.51
125 H -2.81 -4.11 8.99
126 H -5.76 -4.79 8.56
127 H -4.54 -4.83 7.30
128 C -1.40 -5.46 1.79
129 C -2.47 -6.50 1.59
130 O -3.33 -6.61 2.74
131 C -4.28 -5.70 2.84
132 O -4.50 -4.80 2.09
133 C -5.12 -5.99 4.09
134 F -4.35 -6.25 5.14
135 F -5.92 -7.03 3.88
136 F -5.88 -4.94 4.39
137 H -0.83 -5.68 2.70
138 H -0.72 -5.46 0.94
139 H -1.83 -4.47 1.90
140 H -2.04 -7.49 1.47
141 H -3.08 -6.29 0.70


4 unconnected molecules or ions with the total composition C39H69BrINO18S2 at a distorted geometry, computed with ωB97M-V with the def2-TZVPD basis set.

Calculated values
SMILES: CCOCCOC[C@@]1(N=C=O)O[C@](CCCBr)(C[C@@H](C)I)[C@@H](SCC(=O)OC[C@H](C)OC(=O)CS)[C@@H]1CCCOC.CCOC(=O)OC.CCOC(=O)OC.CCOC(=O)OC
2S+1: 1
Energy, eV: -179703.6118
HOMO-LUMO gap, eV: 8.794
HOMO, eV: -9.08
Total charge: 0

Geometry (Å):
1 C -3.21 -2.19 3.87
2 C -4.54 -2.18 4.87
3 O -5.66 -2.70 4.04
4 C -6.79 -1.77 4.01
5 C -6.51 -0.36 3.22
6 O -5.43 -0.42 2.21
7 C -5.91 -0.05 0.86
8 C -5.36 1.46 0.39
9 N -6.39 2.53 0.08
10 C -7.30 2.11 -0.85
11 O -7.99 1.74 -1.97
12 O -4.83 1.95 1.71
13 C -3.80 3.03 1.64
14 C -2.76 2.56 2.81
15 C -1.70 1.38 2.37
16 C -0.84 1.01 3.75
17 Br 0.05 -0.75 3.43
18 C -4.53 4.47 1.92
19 C -5.21 4.60 3.42
20 C -5.43 6.24 3.69
21 I -7.27 3.74 3.51
22 C -3.37 2.93 0.05
23 S -1.69 3.54 -0.50
24 C -0.60 2.17 -1.15
25 C 0.92 2.14 -0.48
26 O 1.59 3.22 -0.07
27 O 1.53 0.79 -0.31
28 C 2.80 0.69 -1.05
29 C 2.75 -0.51 -2.22
30 C 1.44 -0.37 -3.19
31 O 2.96 -1.85 -1.66
32 C 1.70 -2.48 -1.23
33 O 1.01 -2.21 -0.12
34 C 1.09 -3.70 -2.20
35 S 2.35 -4.01 -3.58
36 C -3.93 1.47 -0.48
37 C -4.22 1.24 -2.08
38 C -3.17 0.24 -2.84
39 C -3.11 -1.29 -2.22
40 O -2.27 -1.43 -1.02
41 C -2.85 -2.35 -0.03
42 H -3.44 -3.01 3.03
43 H -2.24 -2.47 4.45
44 H -3.17 -1.16 3.31
45 H -4.39 -2.82 5.84
46 H -4.69 -1.07 5.21
47 H -7.80 -2.26 3.62
48 H -7.02 -1.48 5.15
49 H -7.53 0.05 2.83
50 H -6.15 0.42 4.05
51 H -7.06 -0.19 0.71
52 H -5.38 -0.81 0.11
53 H -3.43 2.09 3.68
54 H -2.25 3.51 3.31
55 H -2.21 0.37 2.05
56 H -0.90 1.70 1.58
57 H 0.04 1.82 3.82
58 H -1.48 1.08 4.73
59 H -5.34 4.79 1.13
60 H -3.68 5.30 1.86
61 H -4.52 4.19 4.28
62 H -6.38 6.53 3.03
63 H -4.55 6.88 3.28
64 H -5.73 6.48 4.80
65 H -4.09 3.73 -0.45
66 H -1.06 1.08 -1.05
67 H -0.46 2.37 -2.32
68 H 3.17 1.70 -1.50
69 H 3.61 0.31 -0.26
70 H 3.70 -0.28 -2.91
71 H 1.73 0.39 -4.06
72 H 0.51 0.07 -2.64
73 H 1.11 -1.36 -3.72
74 H 0.03 -3.34 -2.61
75 H 1.01 -4.69 -1.54
76 H 2.37 -5.37 -3.95
77 H -3.27 0.70 0.11
78 H -4.16 2.29 -2.62
79 H -5.31 0.81 -2.31
80 H -2.08 0.67 -2.97
81 H -3.59 0.11 -3.95
82 H -2.60 -1.96 -3.07
83 H -4.20 -1.69 -2.12
84 H -2.63 -1.97 1.08
85 H -4.01 -2.49 -0.10
86 H -2.35 -3.42 -0.21
87 C -0.83 -10.47 -4.20
88 C 0.38 -9.57 -4.02
89 O -0.01 -8.25 -3.62
90 C -0.35 -8.11 -2.31
91 O -0.34 -8.99 -1.47
92 O -0.72 -6.82 -2.11
93 C -1.20 -6.57 -0.79
94 H -1.55 -10.01 -4.88
95 H -0.53 -11.44 -4.59
96 H -1.35 -10.62 -3.25
97 H 0.90 -9.47 -4.98
98 H 1.10 -10.00 -3.31
99 H -0.48 -6.89 -0.04
100 H -2.16 -7.06 -0.64
101 H -1.35 -5.49 -0.69
102 C 8.18 4.70 -2.64
103 C 7.83 5.86 -1.72
104 O 6.44 6.20 -1.83
105 C 5.59 5.38 -1.16
106 O 5.90 4.41 -0.50
107 O 4.32 5.82 -1.40
108 C 3.32 4.98 -0.83
109 H 7.86 4.91 -3.67
110 H 9.25 4.50 -2.63
111 H 7.66 3.79 -2.33
112 H 8.40 6.75 -2.04
113 H 8.11 5.66 -0.68
114 H 3.49 4.82 0.24
115 H 3.28 4.03 -1.37
116 H 2.35 5.49 -0.95
117 C 7.56 1.57 0.03
118 C 7.93 0.75 1.25
119 O 9.00 -0.16 0.96
120 C 10.24 0.39 0.91
121 O 10.51 1.57 1.10
122 O 11.12 -0.58 0.58
123 C 12.45 -0.11 0.40
124 H 7.34 0.92 -0.82
125 H 6.68 2.19 0.23
126 H 8.38 2.22 -0.27
127 H 7.07 0.14 1.55
128 H 8.18 1.39 2.11
129 H 12.80 0.46 1.27
130 H 12.51 0.49 -0.51
131 H 13.11 -0.98 0.28


10 unconnected molecules or ions with the total composition C39H71F3O7 at a distorted geometry, computed with ωB97M-V with the def2-TZVPD basis set.

Calculated values
SMILES: Fc1ccccc1.Fc1ccccc1.Fc1ccccc1.CC(C)O.CC(C)O.CC(C)O.CC(C)O.CC(C)O.CC(C)O.CC(C)O
2S+1: 1
Energy, eV: -64077.0786
HOMO-LUMO gap, eV: 9.430
HOMO, eV: -8.91
Total charge: 0

Geometry (Å):
1 C 2.98 4.09 -1.66
2 C 3.59 2.83 -2.28
3 C 3.73 1.69 -1.32
4 O 2.58 2.36 -3.26
5 H 2.94 4.88 -2.40
6 H 3.70 4.38 -0.94
7 H 2.11 3.81 -1.03
8 H 4.54 3.04 -2.83
9 H 4.45 1.88 -0.48
10 H 4.01 0.81 -1.91
11 H 2.74 1.49 -0.84
12 H 2.41 3.07 -3.85
13 C -3.11 -0.02 -4.40
14 C -2.58 1.38 -4.63
15 C -3.67 2.45 -4.49
16 O -1.34 1.60 -3.91
17 H -3.38 -0.08 -3.35
18 H -2.28 -0.76 -4.55
19 H -3.87 -0.42 -5.03
20 H -2.34 1.40 -5.70
21 H -3.86 2.51 -3.38
22 H -4.52 2.02 -5.01
23 H -3.37 3.41 -5.00
24 H -0.63 0.91 -4.00
25 C -4.47 1.21 -0.13
26 C -4.07 1.86 1.24
27 C -5.39 2.15 2.00
28 O -3.20 1.18 2.16
29 H -4.75 0.18 -0.01
30 H -3.65 1.26 -0.80
31 H -5.31 1.73 -0.58
32 H -3.65 2.84 0.94
33 H -5.63 3.18 2.05
34 H -5.18 1.85 2.98
35 H -6.26 1.63 1.71
36 H -2.26 1.03 1.84
37 C -1.84 4.58 -2.22
38 C -0.87 3.96 -1.28
39 C -0.89 4.57 0.10
40 O -1.22 2.57 -1.12
41 H -1.77 4.10 -3.20
42 H -1.58 5.61 -2.46
43 H -2.89 4.48 -1.92
44 H 0.14 3.89 -1.69
45 H -1.80 4.43 0.71
46 H -0.64 5.62 0.10
47 H -0.03 4.13 0.68
48 H -1.16 2.22 -2.03
49 C 0.82 -2.01 -4.95
50 C 1.70 -1.05 -4.19
51 C 2.98 -0.85 -4.99
52 O 0.87 0.14 -4.03
53 H 1.29 -3.01 -4.99
54 H 0.58 -1.61 -5.95
55 H -0.15 -2.03 -4.40
56 H 1.92 -1.38 -3.17
57 H 3.69 -1.68 -4.96
58 H 3.51 0.04 -4.53
59 H 2.71 -0.60 -6.06
60 H 1.48 0.77 -3.66
61 C 3.51 -4.98 -0.93
62 C 2.93 -4.29 -2.17
63 C 4.05 -3.76 -3.09
64 O 2.11 -5.12 -2.96
65 H 3.97 -4.26 -0.30
66 H 4.28 -5.75 -1.11
67 H 2.79 -5.57 -0.39
68 H 2.38 -3.36 -1.89
69 H 4.57 -4.64 -3.34
70 H 4.73 -3.08 -2.63
71 H 3.60 -3.18 -3.87
72 H 1.31 -5.27 -2.40
73 C -1.32 -1.01 0.05
74 C -0.18 -0.31 0.75
75 C 1.04 -0.19 -0.11
76 O -0.57 1.04 1.09
77 H -1.55 -0.41 -0.81
78 H -2.17 -1.01 0.77
79 H -1.18 -2.01 -0.27
80 H 0.19 -0.90 1.59
81 H 1.42 -1.17 -0.38
82 H 1.93 0.12 0.52
83 H 0.97 0.37 -1.05
84 H -0.86 1.48 0.29
85 F 3.48 0.24 2.43
86 C 2.78 0.97 3.30
87 C 2.85 0.73 4.67
88 C 2.16 1.49 5.61
89 C 1.23 2.42 5.09
90 C 1.20 2.61 3.72
91 C 1.96 1.95 2.80
92 H 3.61 0.00 5.00
93 H 2.30 1.18 6.70
94 H 0.71 3.14 5.78
95 H 0.59 3.46 3.39
96 H 1.76 2.10 1.72
97 F 0.62 -1.76 6.27
98 C -0.68 -1.38 6.20
99 C -1.55 -2.04 7.01
100 C -2.89 -1.69 6.90
101 C -3.30 -0.70 5.98
102 C -2.35 -0.02 5.20
103 C -0.99 -0.42 5.27
104 H -1.15 -2.68 7.77
105 H -3.57 -2.16 7.55
106 H -4.34 -0.42 5.95
107 H -2.68 0.58 4.40
108 H -0.13 -0.14 4.69
109 F 0.72 -5.57 0.26
110 C 0.43 -4.95 1.43
111 C 1.48 -4.32 2.14
112 C 1.21 -3.99 3.43
113 C -0.11 -4.19 3.94
114 C -1.03 -4.95 3.26
115 C -0.77 -5.38 1.95
116 H 2.44 -4.09 1.72
117 H 1.90 -3.55 4.17
118 H -0.23 -3.99 4.99
119 H -1.99 -5.10 3.68
120 H -1.49 -5.87 1.36